(1)
Molecular formula: C32H41FN5O2
Method: DFT, ωB97M-V with the def2-TZVPD basis set

Element x y z (Å)
1 H 0.39884 0.05401 3.45631
2 H 1.81968 -2.67624 3.35226
3 H -1.17210 0.67876 2.96656
4 H -4.52202 -3.33245 2.97321
5 H 0.43452 -3.71768 3.20525
6 C 0.75833 3.60508 5.98295
7 H 1.24233 8.29265 -2.55457
8 H -1.98050 0.36256 0.92066
9 C -1.22917 1.71332 -4.84816
10 H 4.08996 -2.44168 -4.64400
11 C 3.54419 -3.25882 -2.73419
12 H -2.58894 -2.26122 -0.80208
13 H -4.49260 -2.15705 1.91755
14 H 3.87778 -2.39958 -2.16180
15 H -1.15224 -0.35398 -0.44972
16 C -0.37439 6.88751 -2.38669
17 C -4.65729 -3.26189 1.89246
18 C 0.22801 1.42473 6.33606
19 H -0.52003 -2.94148 -0.10518
20 H -2.55731 -1.25338 -2.89157
21 C -0.64264 -2.74600 0.96187
22 H -2.36905 -1.42374 -5.36436
23 H 3.29751 -4.46576 -5.87278
24 H -0.77212 7.29524 -1.46783
25 H 0.79394 0.97410 -0.59920
26 F -2.13313 -1.55077 2.43691
27 C -2.07642 -0.51634 -4.85400
28 C -1.59061 0.57738 -5.55293
29 C 0.78443 1.43676 7.60625
30 C 1.20821 6.87498 -4.16885
31 C -0.11785 0.63985 2.70490
32 H 0.77048 0.54615 8.21914
33 O -3.26857 -3.97782 1.60956
34 C -1.37008 1.70298 -3.46911
35 H 0.86243 5.31357 -5.60838
36 C 1.35469 2.61351 8.06253
37 C 3.22132 -4.40707 -4.79451
38 C -1.76038 -1.73617 1.10439
39 N 1.14683 -0.96434 1.30825
40 N 3.02614 -4.25616 -2.02153
41 H -0.22619 0.52298 5.93884
42 H -1.09605 2.57131 -2.88064
43 H 1.42425 -4.32262 1.10788
44 H 1.80089 2.66442 9.04741
45 H 1.73022 -3.20926 -0.19262
46 H -1.85096 5.32950 -2.54407
47 C 2.68022 -5.45511 -4.06747
48 O 2.15992 -0.78912 0.55437
49 H -0.84722 2.59176 -5.34891
50 H 0.72664 4.45086 5.30454
51 C -0.97600 5.79265 -2.98771
52 H -0.91166 -3.70224 1.39997
53 H -3.68298 -1.23960 0.18757
54 H 2.18409 -6.12303 -2.08154
55 C -3.73041 -3.31927 0.56257
56 C 0.59008 1.25629 0.42884
57 C 0.77230 -2.69623 3.05738
58 H 0.22730 1.66642 2.75901
59 N -0.54312 5.23925 -4.11881
60 H 1.42130 1.76681 0.90006
61 C 2.60421 -5.32796 -2.68876
62 H 0.19199 -1.99327 3.64417
63 C 0.53118 5.78249 -4.68805
64 H 1.77861 4.66221 7.54959
65 C 1.73479 -3.29907 0.88480
66 C -2.95050 -2.04206 0.19981
67 H 2.32387 -6.35151 -4.55628
68 H 2.07739 7.27188 -4.67465
69 N 0.20738 2.48211 5.52843
70 C 1.34363 3.72376 7.23449
71 H 2.72952 -3.18052 1.29731
72 C -1.22798 -0.37092 0.63638
73 C -2.17967 -0.42052 -3.47562
74 C 0.74249 7.43836 -2.99247
75 C 3.66255 -3.28298 -4.11620
76 H -1.49531 0.54407 -6.63073
77 N -1.83684 0.66258 -2.78091
78 C 0.08983 0.07568 1.26773
79 C 0.72053 -2.36412 1.55005
80 H -4.16920 -3.86184 -0.27633
81 H -0.24330 1.96227 0.39496

Forces on atoms 1 to 2 (eV/Å):
0.09 0.02 0.06
0.04 0.24 0.25

Values from the calculation:
HOMO (alpha / beta) = -7.509 / -8.655 eV
E_LUMO (alpha / beta) = 0.626 / 0.625 eV
2S+1 = 2
DFT total energy = -48104.8009 eV
⟨S²⟩ = 0.75

---

(2)
Molecular formula: C32H41IrN12O2Se
Method: DFT, ωB97M-V with the def2-TZVPD basis set

Element x y z (Å)
1 H -5.11156 -4.12542 -0.57005
2 N 1.43984 -2.41747 -2.76514
3 H -2.32499 -4.67353 1.90122
4 C 1.44189 0.72429 2.67071
5 O 1.61169 1.60450 -0.86371
6 C 0.90592 1.54436 5.56345
7 N 3.46388 -1.11502 -1.11769
8 N 0.94187 0.77407 -6.18003
9 H -4.86468 -1.98729 2.48228
10 H 2.51636 3.88333 2.89498
11 Se 0.83730 -1.13088 0.66622
12 C -0.04931 0.48621 -6.96443
13 H -2.31009 -2.27229 -3.90111
14 H -1.44943 0.07550 -3.97200
15 N 5.04171 -2.49705 -0.48377
16 C 3.63106 3.86467 -0.66200
17 H 2.89412 3.19580 6.34627
18 H -5.90260 -2.82868 0.34933
19 H 3.62314 3.51438 4.76659
20 H 4.15565 1.01853 4.49605
21 H 2.90965 -0.16947 4.84479
22 H -3.66346 -1.58091 -4.82290
23 C 2.05818 2.91924 1.06709
24 C -3.48214 -1.85411 -0.80731
25 H 4.22165 -4.06451 -2.31452
26 N 1.86186 0.45507 -3.95763
27 H 1.95756 4.02860 5.09710
28 C 2.18632 1.88458 4.78571
29 C -1.82580 -2.13562 0.86182
30 C 1.91380 1.87415 3.28048
31 H 3.53627 0.84629 6.15712
32 H -5.85911 -4.47614 0.99208
33 H 1.10249 1.51203 6.64037
34 H -3.36703 -2.69108 3.09765
35 H 1.19707 -0.15591 3.25308
36 H -5.03458 0.36436 -3.72700
37 H -3.97662 -2.58597 -3.39266
38 H 3.90294 4.75643 -1.23674
39 N 5.07707 -1.37280 0.26198
40 H 2.96156 6.21370 0.43770
41 C 2.40104 4.15112 0.22000
42 N 2.04053 -4.35931 -3.58317
43 C 1.64924 1.69739 0.42063
44 H -2.95078 0.74206 -4.61946
45 H -2.26883 1.37271 -3.10622
46 N 3.66565 -3.22846 -2.27509
47 C 1.20023 4.53067 -0.66471
48 N -0.89206 0.30530 -7.74324
49 H 0.51657 0.57320 5.25905
50 C -3.30737 -1.83512 -3.82000
51 H -4.86109 -3.64489 3.12417
52 H -2.88616 -5.11817 0.28789
53 C -3.20993 -4.78052 1.27349
54 C 1.35006 0.55739 -5.01588
55 H 0.96690 3.71643 -1.34626
56 C -4.28535 -2.91028 2.55150
57 H -3.85274 -5.54967 1.71389
58 C 2.18262 2.95817 2.44348
59 C 1.27316 0.64379 1.29649
60 C -5.29082 -3.72942 0.43136
61 H -5.36894 -0.72928 -2.38384
62 C -1.01769 -1.26523 0.16198
63 H 0.13400 2.29273 5.37158
64 H 3.61543 5.18349 1.71221
65 N 0.42006 -2.92184 -3.49566
66 H 1.89710 5.64750 1.73058
67 H -4.63765 0.85163 -2.07025
68 Ir 1.56081 -0.32965 -1.99782
69 H 0.32069 4.73216 -0.04736
70 C 2.41839 -3.32626 -2.84843
71 C -3.09625 -2.44630 0.39092
72 C 2.69486 3.24158 5.27232
73 C -2.42338 0.47220 -3.69887
74 C -3.96857 -3.44733 1.14828
75 C 3.26408 0.82992 5.09599
76 H -4.46092 -2.08941 -1.20444
77 C -1.39058 -0.67104 -1.07336
78 H 1.42450 5.42733 -1.25154
79 C -4.65879 0.00807 -2.76407
80 C 2.73632 5.36556 1.08904
81 C 4.03422 -2.31031 -1.31963
82 H 3.41879 3.05267 -1.34976
83 N 0.78123 -4.06200 -3.96585
84 O -0.55962 0.13096 -1.66267
85 C -2.68718 -0.99987 -1.56560
86 H -1.44278 -2.57336 1.77731
87 N 4.14697 -0.56012 -0.09502
88 H 4.48120 3.57207 -0.04093
89 C -3.24667 -0.57418 -2.93845

Forces on atoms 1 to 2 (eV/Å):
-0.05 0.01 -0.01
0.08 0.40 0.22

Values from the calculation:
energy relative to the best compared isomer or geometry (same formula, charge and spin) = 16.2 kcal/mol
HOMO (alpha / beta) = -2.310 / -2.709 eV
E_LUMO (alpha / beta) = 3.935 / 3.270 eV
total charge = -2
2S+1 = 5
DFT total energy = -124009.6869 eV
⟨S²⟩ = 6.01